{"formula": "C11H26FN3O4", "method": "the ωB97M-V functional and the def2-TZVPD basis", "homo_ha": 0.092, "lumo_ev": 4.3, "charge": -2, "species": ["O", "C", "O", "N", "C", "C", "F", "H", "H", "H", "H", "C", "C", "C", "O", "C", "N", "H", "H", "H", "H", "H", "H", "H", "H", "H", "H", "H", "C", "C", "C", "O", "C", "N", "H", "H", "H", "H", "H", "H", "H", "H", "H", "H", "H"], "xyz": [[0.9892, -1.2132, 2.1403], [0.5337, -0.1043, 1.7249], [0.7684, 0.2513, 0.5389], [-0.1578, 0.7189, 2.6191], [-1.5067, 0.9471, 2.2263], [-2.3567, -0.2967, 1.9644], [-2.1993, -0.8228, 0.6722], [-1.9976, 1.4469, 3.0814], [-1.6181, 1.6243, 1.3340], [-3.4211, 0.0068, 2.0117], [-2.2290, -1.0808, 2.7097], [-3.6234, 1.7485, -2.2826], [-3.9897, 0.3768, -1.7266], [-4.7471, -0.5121, -2.7258], [-6.1215, -0.1804, -2.9158], [-6.3530, 0.8852, -3.8090], [-4.7395, 0.5531, -0.4839], [-4.4789, 2.4279, -2.3136], [-2.8665, 2.2122, -1.6502], [-3.2122, 1.6676, -3.2932], [-3.0540, -0.1335, -1.4837], [-4.7496, -1.5312, -2.3314], [-4.2301, -0.5508, -3.6949], [-5.6242, 0.8983, -4.6255], [-6.3413, 1.8440, -3.2843], [-7.3506, 0.7527, -4.2354], [-4.8832, -0.3602, -0.0609], [-5.6779, 0.8646, -0.7277], [3.9920, -0.6294, 1.4994], [5.1613, 0.3159, 1.2380], [6.2326, -0.2752, 0.3083], [7.0922, -1.2360, 0.9136], [6.5469, -2.5386, 0.9997], [5.7452, 0.7467, 2.5200], [4.2474, -1.4175, 2.2117], [3.1427, -0.0923, 1.9165], [3.6493, -1.0984, 0.5769], [4.7550, 1.2010, 0.7391], [6.8943, 0.5384, -0.0133], [5.7787, -0.6896, -0.6007], [5.9083, -2.7695, 0.1432], [5.9836, -2.6644, 1.9255], [7.3801, -3.2471, 1.0159], [6.4541, 1.4548, 2.3380], [6.2739, -0.0393, 2.8902]], "mulliken_charge": [-0.84, 0.78, -0.81, -0.80, -0.47, -0.68, -0.26, 0.41, 0.11, 0.31, 0.38, -1.73, 0.82, -0.96, -0.30, -0.71, -0.73, 0.30, 0.42, 0.33, 0.36, 0.34, 0.44, 0.29, 0.22, 0.27, 0.32, 0.28, -1.24, 0.62, -0.82, -0.40, -0.66, -0.75, 0.15, 0.12, 0.36, 0.42, 0.36, 0.41, 0.30, 0.25, 0.24, 0.24, 0.31]}